# 1
C32H87NO11 | ωB97M-V/def2-TZVPD

Output
Structure (SMILES): COC[C@H](C)N.CC(C)O.CC(C)O.CC(C)O.CC(C)O.CC(C)O.CC(C)O.CC(C)O.CC(C)O.CCO.CCO

Structure (ORCA input):
```
! RIJCOSX wB97M-V def2-TZVPD def2/J DEFGRID3
* xyz 0 1
C 2.80331 -1.12796 -5.80272
O 2.76887 0.24364 -5.35832
C 1.70107 0.38037 -4.49323
C 1.82838 1.72566 -3.75145
C 3.18261 1.81782 -2.95507
N 0.67926 1.87633 -2.89788
H 1.85772 -1.42661 -6.33391
H 3.10703 -1.74448 -4.92493
H 3.51004 -1.15579 -6.64783
H 0.71119 0.12365 -4.95350
H 1.80377 -0.44256 -3.71950
H 1.88210 2.63143 -4.40905
H 3.99825 1.59775 -3.65737
H 3.15913 1.05701 -2.21937
H 3.24197 2.80023 -2.44234
H 0.75489 2.69014 -2.24905
H -0.14992 2.00268 -3.46958
C 3.73825 1.85603 0.93777
C 4.79387 1.90465 2.11034
C 4.81679 3.25429 2.81066
O 4.54403 0.92812 3.14649
H 2.71657 2.05586 1.23180
H 3.90706 0.92884 0.39955
H 3.95960 2.64477 0.15749
H 5.78190 1.61111 1.73093
H 4.98053 4.08275 2.09111
H 5.57025 3.33181 3.56585
H 3.74717 3.41037 3.23006
H 4.51912 0.02023 2.72918
C -4.37210 0.93190 1.33787
C -4.46328 1.58575 2.65499
C -5.01340 0.47680 3.60720
O -3.25332 2.07605 3.20485
H -5.28195 0.51325 0.95651
H -3.65733 0.11699 1.21612
H -4.04416 1.64787 0.52905
H -5.20646 2.38770 2.67375
H -6.07893 0.27046 3.32078
H -4.98942 0.82533 4.63774
H -4.32852 -0.38582 3.47677
H -3.19420 3.01847 2.97539
C -4.54599 -3.46351 0.72500
C -3.81183 -4.36119 1.67174
C -2.62226 -4.93973 1.02062
O -3.32587 -3.51459 2.78346
H -3.92731 -2.56295 0.48028
H -5.44993 -3.05171 1.13995
H -4.76078 -3.97410 -0.18160
H -4.52920 -5.08103 2.06399
H -2.18827 -5.71551 1.64407
H -1.80266 -4.19438 0.77908
H -2.84692 -5.48901 0.11682
H -4.13292 -3.08007 3.11007
C 2.45019 -1.69628 4.51030
C 3.19805 -2.69680 3.62379
C 2.56418 -2.62128 2.22232
O 4.53875 -2.23705 3.55990
H 2.88212 -1.53914 5.47936
H 1.46321 -2.14053 4.70376
H 2.36497 -0.72354 3.91262
H 3.26643 -3.72135 3.94648
H 1.53486 -2.82824 2.44876
H 3.06531 -3.35078 1.54738
H 2.67039 -1.59270 1.85037
H 4.82234 -2.04555 4.41281
C -1.25853 4.65090 -0.11528
C 0.12796 5.25463 -0.15580
C 0.84055 4.93982 1.16742
O 0.77355 4.72709 -1.28021
H -1.88311 4.93931 0.73895
H -1.14405 3.56016 -0.15622
H -1.83018 4.86510 -1.00671
H 0.02815 6.34793 -0.23845
H 0.32702 5.49956 1.94299
H 1.89139 5.20937 1.19606
H 0.73855 3.86183 1.42356
H 1.61191 5.17528 -1.41047
C -0.96403 0.30040 5.43548
C -0.63076 1.84420 5.23054
C -0.03110 1.99288 3.83547
O -1.78728 2.63430 5.48948
H -1.43686 -0.12682 4.53135
H -1.61711 0.16379 6.28220
H -0.06409 -0.22274 5.64536
H 0.01472 2.03222 6.05360
H 0.27147 2.97884 3.54567
H -0.63667 1.63577 3.00062
H 0.91798 1.45916 3.80419
H -2.45489 2.36642 4.80408
C -0.61361 -4.05312 -2.63042
C -0.53152 -2.69095 -3.40296
C -0.72587 -2.74271 -4.86813
O -1.50734 -1.72764 -2.93483
H 0.11137 -4.76741 -3.08634
H -1.61580 -4.50692 -2.73635
H -0.44262 -3.89869 -1.49928
H 0.48278 -2.29299 -3.09080
H -0.06094 -3.43913 -5.37050
H -0.46171 -1.69426 -5.22628
H -1.76707 -2.89557 -5.21668
H -1.22707 -1.49821 -2.03341
C -4.23405 0.30013 -4.53792
C -3.19697 1.37404 -4.15565
C -3.55428 1.81355 -2.75718
O -1.84654 0.99422 -4.23100
H -4.13607 -0.54313 -3.86608
H -4.05251 0.00183 -5.60521
H -5.21050 0.67871 -4.45816
H -3.34407 2.25445 -4.84561
H -3.03952 2.77971 -2.48066
H -3.37645 1.02620 -2.06553
H -4.62970 2.14206 -2.63168
H -1.86489 0.05284 -4.01733
C 3.37206 -1.77870 -1.53318
C 3.71011 -3.26418 -1.70970
O 3.70581 -3.47420 -3.15755
H 3.59921 -1.35175 -0.54612
H 2.30360 -1.67943 -1.71367
H 3.93507 -1.14827 -2.22963
H 2.96007 -3.87156 -1.17871
H 4.69460 -3.52512 -1.25826
H 3.80358 -4.37919 -3.37179
C -0.48261 -0.95293 1.06861
C 0.42128 -0.09683 0.11596
O 0.18918 -0.46275 -1.24137
H -1.59033 -0.95840 0.79448
H -0.33459 -0.69418 2.08115
H -0.15645 -1.97124 0.91876
H 1.46163 -0.38175 0.37516
H 0.30005 0.98292 0.33170
H 0.23947 0.32924 -1.78020
*
```

Atom charges from the Mulliken analysis, given in e for atoms 1 to 6: number 1, C, carries -0.43; number 2, O, carries -0.49; number 3, C, carries 0.65; number 4, C, carries 0.13; number 5, C, carries -1.33; number 6, N, carries -0.23

# 2
C32H88BeF6N8O8P | ωB97M-V/def2-TZVPD

Output
ΔE to the lowest compared entry with this formula, charge and spin, eV: 0.428

Structure (ORCA input):
```
! RIJCOSX wB97M-V def2-TZVPD def2/J DEFGRID3
* xyz 1 1
Be 0.37162 -4.28766 -0.72245
P 0.35486 -0.06468 -0.96649
F -1.25241 0.25359 -1.20981
F 0.64555 0.29369 -2.52112
F 0.60756 1.47159 -0.56059
F 1.97383 -0.40978 -0.69928
F 0.09640 -0.46047 0.54484
F 0.11960 -1.62021 -1.34638
C 3.14561 7.14106 -1.71861
C 1.70151 6.87968 -1.19619
C 1.13392 5.45029 -1.60446
O -0.20665 5.31079 -1.12132
C -1.10041 4.62528 -1.99608
N 1.72222 6.91174 0.24534
H 3.35270 8.21110 -1.73396
H 3.28890 6.80598 -2.74588
H 3.93417 6.61899 -1.17665
H 1.08260 7.61565 -1.70942
H 1.77364 4.65014 -1.23215
H 1.22138 5.39228 -2.68940
H -1.08559 3.53986 -1.89729
H -0.88476 4.86088 -3.03823
H -2.12172 4.98090 -1.85982
H 2.24779 6.11262 0.56981
H 0.80748 6.62361 0.56209
C -1.22619 -3.83416 2.70664
C -2.31514 -3.74404 1.65066
C -3.41739 -2.79093 2.02603
O -4.31724 -3.33690 3.00948
C -5.26281 -2.39899 3.42863
N -1.68271 -3.21473 0.42931
H -1.63033 -4.11096 3.68037
H -0.72328 -2.88655 2.89956
H -0.47061 -4.58791 2.48517
H -2.83462 -4.68014 1.44584
H -4.08118 -2.68164 1.16840
H -3.08238 -1.83177 2.42085
H -5.97491 -2.83626 4.12849
H -5.91512 -1.96210 2.67251
H -4.67084 -1.63863 3.93806
H -1.43272 -2.26374 0.65997
H -2.40826 -3.16148 -0.27130
C -1.23801 4.83894 2.47307
C -0.65116 3.46592 2.10824
C -1.79479 2.52047 1.63080
O -2.78478 2.38063 2.61900
C -2.47512 1.61018 3.77574
N 0.36745 3.56532 1.09072
H -0.43005 5.56307 2.57767
H -1.81406 4.72990 3.39197
H -1.99920 5.22373 1.79438
H -0.15727 3.06699 2.99425
H -1.35606 1.54262 1.43221
H -2.36519 2.87025 0.77034
H -3.38457 1.68868 4.37143
H -1.60829 2.00614 4.30483
H -2.24998 0.61549 3.39103
H 0.02365 4.12197 0.32127
H 0.57887 2.69565 0.62267
C -0.50259 3.72508 6.39512
C 0.82382 2.95069 6.64639
C 1.26073 2.14369 5.42033
O 0.32030 1.07714 5.12390
C 0.75849 0.21351 4.10173
N 1.78341 3.98554 6.86968
H -0.64798 4.21655 5.43313
H -0.65258 4.45971 7.18627
H -1.27642 2.95964 6.45332
H 0.73998 2.32915 7.53789
H 2.27308 1.76105 5.55009
H 1.23389 2.80628 4.55525
H 0.11419 -0.66468 4.05978
H 1.72521 -0.25879 4.27636
H 0.65866 0.70325 3.13308
H 1.61619 4.65357 7.60852
H 2.68664 3.60264 7.10980
C -0.97906 -3.09862 -3.74028
C -1.49560 -4.47917 -3.43029
C -0.53397 -5.62611 -3.70853
O 0.53386 -5.67997 -2.79971
C 1.26122 -6.91013 -2.78566
N -1.91273 -4.46767 -2.04585
H -0.95085 -2.95927 -4.82097
H 0.00443 -2.83378 -3.35208
H -1.58171 -2.29328 -3.32033
H -2.42463 -4.64773 -3.97488
H -0.14878 -5.50449 -4.72092
H -1.09465 -6.56040 -3.67953
H 1.64972 -7.17432 -3.76920
H 0.60213 -7.75082 -2.56900
H 2.06655 -6.86811 -2.05232
H -2.67926 -3.81078 -2.01360
H -2.49599 -5.28956 -1.97954
C 3.63345 -1.96575 1.63000
C 2.71321 -3.23027 1.63238
C 2.43795 -3.85751 2.97825
O 1.80893 -2.90127 3.84759
C 1.42984 -3.25808 5.14569
N 1.45699 -2.87627 0.95323
H 4.68273 -2.16169 1.85072
H 3.37272 -1.18343 2.34281
H 3.53614 -1.35677 0.73124
H 3.07678 -4.05464 1.01891
H 3.40911 -4.13938 3.38506
H 1.81589 -4.73968 2.82687
H 1.13364 -2.39818 5.74648
H 2.27013 -3.71940 5.66454
H 0.61147 -3.96532 5.01087
H 0.81794 -2.60060 1.68516
H 1.74050 -1.98688 0.56758
C -3.17326 0.43879 -4.45996
C -3.91525 1.03862 -3.30801
C -5.45438 1.27338 -3.60836
O -5.76966 2.26784 -4.58820
C -5.84439 3.52623 -4.01822
N -3.86583 0.12426 -2.16759
H -3.22428 1.00065 -5.39260
H -3.59924 -0.54414 -4.66117
H -2.12374 0.33126 -4.18601
H -3.44672 1.98069 -3.02325
H -5.86927 1.55562 -2.64073
H -5.94249 0.35134 -3.92409
H -6.20454 4.19299 -4.80168
H -4.85580 3.90924 -3.76503
H -6.52761 3.57001 -3.17005
H -2.86670 0.12390 -2.01985
H -4.29755 0.50093 -1.33582
C 5.78483 -1.09372 -2.25736
C 4.97600 -1.05244 -3.59888
C 5.50366 -1.93684 -4.74610
O 4.68766 -1.76199 -5.90299
C 5.07400 -2.50307 -7.02817
N 3.56283 -1.30548 -3.24274
H 6.13678 -2.10081 -2.03379
H 5.22117 -0.58508 -1.47527
H 6.64020 -0.42951 -2.38099
H 4.96153 0.01079 -3.83850
H 5.44066 -3.00275 -4.52707
H 6.55191 -1.72698 -4.95877
H 5.09275 -3.58829 -6.92792
H 6.04830 -2.14759 -7.36353
H 4.35337 -2.28612 -7.81667
H 3.00594 -1.37215 -4.08270
H 3.11002 -0.52549 -2.78812
*
```

Atom charges from the Mulliken analysis, given in e for atoms 1 to 6: number 1, Be, carries 0.89; number 2, P, carries 0.93; number 3, F, carries -0.32; number 4, F, carries -0.34; number 5, F, carries -0.64; number 6, F, carries -0.39

| no. | highest occupied orbital energy (eV) | total energy (eV) |
| --- | --- | --- |
| 1 | -9.00 | -58604.945 |
| 2 | -9.53 | -88899.101 |